ORCA calculation (wB97M-V/def2-TZVPD) on C34H32ClN4O5PV as an isolated structure.

```
78
Properties=species:S:1:pos:R:3
V 1.068 -0.116 -0.260
C -1.747 2.721 -1.685
C -0.591 2.233 -0.868
O -0.100 1.100 -1.231
C -0.081 2.985 0.160
C 1.141 2.691 0.814
C 1.726 3.693 1.758
N 1.786 1.573 0.556
N 3.051 1.463 1.110
C 3.602 0.397 0.634
O 2.962 -0.358 -0.233
C 4.962 -0.013 1.040
C 5.460 -1.246 0.631
C 6.732 -1.642 1.017
C 7.508 -0.810 1.809
C 7.011 0.421 2.220
C 5.742 0.820 1.839
H -1.433 2.815 -2.727
H -2.107 3.683 -1.329
H -2.559 1.996 -1.645
H -0.567 3.918 0.401
H 1.017 4.495 1.947
H 2.641 4.111 1.336
H 2.005 3.206 2.691
H 4.843 -1.891 0.021
H 7.113 -2.604 0.702
H 8.501 -1.120 2.110
H 7.615 1.070 2.840
H 5.340 1.773 2.154
N 1.225 -0.814 -2.273
C 1.866 -2.134 -2.329
C 1.490 -2.898 -1.071
O 1.739 -4.087 -0.947
N 0.874 -2.108 -0.167
C 0.580 -2.685 1.118
C 0.064 -1.554 1.975
O -0.441 -1.676 3.055
O 0.255 -0.367 1.386
H 0.266 -0.860 -2.616
H 1.711 -0.123 -2.836
H 2.947 -2.005 -2.326
H 1.583 -2.703 -3.214
H 1.471 -3.118 1.586
H -0.168 -3.478 1.069
Cl -2.795 0.813 1.013
C -4.287 -0.040 0.740
C -5.475 0.636 0.980
C -6.679 -0.014 0.769
C -6.687 -1.326 0.319
C -5.492 -1.983 0.080
C -4.262 -1.356 0.281
P -2.638 -2.198 0.059
C -3.129 -3.955 0.167
C -3.656 -4.718 -0.875
C -4.008 -6.042 -0.667
C -3.845 -6.619 0.586
C -3.325 -5.869 1.630
C -2.963 -4.546 1.419
C -2.359 -1.980 -1.738
C -2.788 -0.835 -2.407
C -2.463 -0.626 -3.740
C -1.720 -1.570 -4.435
C -1.290 -2.718 -3.780
C -1.585 -2.911 -2.438
H -5.444 1.656 1.336
H -7.609 0.506 0.961
H -7.625 -1.841 0.157
H -5.511 -3.011 -0.259
H -3.787 -4.275 -1.855
H -4.412 -6.627 -1.484
H -4.120 -7.653 0.746
H -3.190 -6.315 2.607
H -2.545 -3.961 2.232
H -3.391 -0.103 -1.883
H -2.807 0.270 -4.241
H -1.489 -1.420 -5.482
H -0.722 -3.470 -4.315
H -1.226 -3.803 -1.935
```

Results
Total energy, eV: -99478.5818
Energy above the lowest of the compared OMol25 structures with the same formula, charge and spin, eV: 0.139
Frontier orbital gap (spin up / spin down), eV: 7.5 / 8.0
Multiplicity: 2

---

ORCA calculation (wB97M-V/def2-TZVPD) on C19H21N5O2RuSe2 as an isolated structure.

```
50
Properties=species:S:1:pos:R:3
Ru -0.825 -0.575 0.037
N 0.591 3.120 1.740
C 0.140 1.875 1.626
N -0.580 1.453 0.630
C -0.884 2.327 -0.427
N -1.613 1.907 -1.402
N -2.002 0.615 -1.123
C -3.135 0.186 -1.534
C -3.619 -1.004 -0.848
C -4.808 -1.635 -1.180
C -5.266 -2.661 -0.373
C -4.525 -3.015 0.745
C -3.336 -2.356 1.001
N -2.879 -1.373 0.223
C -0.379 3.689 -0.371
C -0.611 4.617 -1.390
C -0.113 5.896 -1.279
C 0.622 6.269 -0.151
C 0.862 5.367 0.863
C 0.360 4.075 0.744
H 1.131 3.376 2.552
H 0.399 1.173 2.409
H -3.715 0.688 -2.300
H -5.360 -1.314 -2.053
H -6.190 -3.171 -0.606
H -4.856 -3.795 1.415
H -2.719 -2.627 1.847
H -1.184 4.308 -2.253
H -0.291 6.615 -2.066
H 1.009 7.275 -0.070
H 1.434 5.653 1.737
O 2.740 -2.783 2.366
C 2.822 -1.738 1.409
C 2.726 -2.353 0.017
C 4.031 -3.140 -0.234
O 4.056 -3.783 -1.496
C 2.664 -1.252 -1.036
Se 1.002 -0.278 -1.406
C 1.560 -3.330 -0.102
Se -0.177 -2.756 0.565
H 2.900 -2.431 3.245
H 3.777 -1.202 1.489
H 2.010 -1.015 1.547
H 4.186 -3.849 0.582
H 4.867 -2.436 -0.234
H 3.653 -4.653 -1.420
H 2.964 -1.660 -2.000
H 3.372 -0.461 -0.777
H 1.766 -4.223 0.487
H 1.422 -3.616 -1.144
```

Results
Total energy, eV: -164858.3263
Total charge: +1
Frontier orbital gap (spin up / spin down), eV: 6.7 / 6.6
Multiplicity: 2

---

ORCA calculation (wB97M-V/def2-TZVPD) on one molecule with the formula C4H6O2 at a distorted geometry.

```
12
Properties=species:S:1:pos:R:3
O -1.406 -0.418 1.787
C -1.298 0.624 1.185
C -0.296 0.852 0.085
C 0.792 -0.203 -0.103
C 0.788 -1.251 -1.259
O 1.432 0.001 -1.314
H -1.959 1.489 1.424
H 0.249 1.785 0.294
H -0.842 1.057 -0.852
H 1.295 -0.563 0.780
H 1.481 -2.078 -1.116
H -0.237 -1.297 -0.913
```

Results
SMILES: O=CC[C@H]1CO1
Total energy, eV: -8336.5634
Energy above the lowest of the compared OMol25 structures with the same formula, charge and spin, eV: 3.898
Frontier orbital gap, eV: 10.4

---

Question: The lowest total energy belongs to which entry?
Answer: C19H21N5O2RuSe2